Record 1
DFT (ωB97M-V/def2-TZVPD) results for 2 unconnected molecules or ions with the total composition C5H4F3N2O2 in a non-equilibrium geometry.

As for the energy above the lowest of the compared OMol25 structures with the same formula, charge and spin: 303.7 kJ/mol. For the total energy, the calculation gives -752.45269 a.u. The LUMO energy (spin up / spin down) comes out at 0.085 / 0.085 Eh. For the HOMO energy (spin up / spin down), the calculation gives -4.98 / -4.98 eV. The value obtained for the HOMO-LUMO gap (spin up / spin down) is 7.290 / 7.289 eV.

```
! RIJCOSX wB97M-V def2-TZVPD def2/J DEFGRID3
* xyz -1 1
F -1.6055 -0.7169 1.8986
C -0.1233 -1.8076 0.3999
C -1.4914 -1.2458 0.5084
N -1.3024 0.0061 -0.3138
F -1.5214 -1.4509 -1.7764
F -2.5823 -1.8945 0.4125
C 0.7479 -0.8768 -0.0453
H 0.1959 -2.7426 0.8945
O 2.0172 1.4018 1.1562
C 0.4989 1.3713 -0.7654
O 1.1506 3.3146 0.4211
N -0.0605 0.2073 -0.4548
C 1.3096 2.1058 0.4650
H 1.7062 -1.0305 -0.3465
H 1.3017 1.2320 -1.4087
H -0.2414 2.1266 -1.0453
*
```

Record 2
DFT (ωB97M-V/def2-TZVPD) results for a molecular structure, C5H4F6N3O6PdS2 in a non-equilibrium geometry.

As for the energy above the lowest of the compared OMol25 structures with the same formula, charge and spin: 24.2 kJ/mol. For the total energy, the calculation gives -2332.20120 a.u. The LUMO energy comes out at 0.091 Eh. For the HOMO energy, the calculation gives -6.73 eV. The value obtained for the HOMO-LUMO gap is 9.217 eV.

```
! RIJCOSX wB97M-V def2-TZVPD def2/J DEFGRID3
* xyz -1 1
C 1.3351 2.8878 0.0395
H 1.0579 2.0613 1.9640
C 2.4776 -1.5387 -0.0145
C 1.9180 2.3133 1.3439
F -3.6503 1.3383 -0.7740
Pd 1.5694 0.1603 -0.3596
F -0.0351 -3.1008 0.0921
H 3.5377 1.2678 0.5581
N -1.9712 -1.0886 -0.7044
S -0.9304 -1.4875 -1.7828
H 2.8724 0.4934 1.8354
N 3.0157 -2.5437 0.1767
F 0.5969 -3.6075 -1.9182
S -1.8414 -0.0998 0.5067
C -3.4871 0.7202 0.3931
C -0.4083 -3.1515 -1.1782
F -4.4775 -0.1620 0.5469
F -3.5789 1.6295 1.3693
O -1.5389 -1.7433 -3.0474
O 1.0354 4.0661 0.0093
N 2.6598 1.0695 1.0293
O 1.1877 2.0084 -0.8882
O -1.8700 -0.7551 1.7806
H 2.5534 3.0226 1.8717
O -0.8979 0.9440 0.2857
O 0.3031 -0.7042 -1.8508
F -1.4332 -4.0000 -1.2843
*
```

Record 3
DFT (ωB97M-V/def2-TZVPD) results for a gas-phase ion, C5H4FN4 (charge +1) in a non-equilibrium geometry.

As for the energy above the lowest of the compared OMol25 structures with the same formula, charge and spin: 0.0 kJ/mol. For the total energy, the calculation gives -511.48186 a.u. The LUMO energy comes out at -0.214 Eh. The SMILES is FC1=[NH+]C=N[C@@]12C=NC=N2. For the HOMO energy, the calculation gives -15.18 eV. The value obtained for the HOMO-LUMO gap is 9.372 eV.

```
! RIJCOSX wB97M-V def2-TZVPD def2/J DEFGRID3
* xyz 1 1
H -3.2941 -0.3021 1.0662
C -1.1092 0.4381 -1.0995
F 0.4869 -2.2070 -0.2636
N -2.2871 0.2969 -0.7543
C 0.7462 -0.9769 0.0049
C 1.8329 0.8886 0.3207
N -1.2272 -0.2231 1.1548
H 2.6810 1.5443 0.4134
H -0.7034 0.7572 -2.0362
H 2.8311 -0.9853 -0.1458
C -2.3538 -0.1047 0.5838
C -0.1960 0.1089 0.2506
N 0.6266 1.2382 0.4942
N 1.9660 -0.4731 0.0109
*
```

Record 4
DFT (ωB97M-V/def2-TZVPD) results for a molecular structure, C5H4FNO in a non-equilibrium geometry.

As for the energy above the lowest of the compared OMol25 structures with the same formula, charge and spin: 1121.5 kJ/mol. For the total energy, the calculation gives -422.35810 a.u. The LUMO energy comes out at -0.071 Eh. For the HOMO energy, the calculation gives -9.21 eV. The value obtained for the HOMO-LUMO gap is 7.261 eV.

```
! RIJCOSX wB97M-V def2-TZVPD def2/J DEFGRID3
* xyz 0 1
C -0.6421 1.3360 -0.1510
H -3.5347 -1.2224 0.4319
N 1.9731 -1.1034 -0.3798
O -0.4390 -1.1971 -0.4607
C -1.8874 0.6472 -0.2665
H 2.8258 -0.4557 1.0753
C 0.7077 -0.5929 -0.1801
H -0.5488 2.4660 -0.4381
F 1.7389 1.5925 -0.2236
C -2.9420 -0.0926 -0.0524
H 2.1678 -2.1548 0.7354
C 0.5809 0.7772 -0.0904
*
```

Record 5
DFT (ωB97M-V/def2-TZVPD) results for 2 unconnected molecules or ions with the total composition C5H4FNO in a non-equilibrium geometry.

As for the energy above the lowest of the compared OMol25 structures with the same formula, charge and spin: 460.0 kJ/mol. For the total energy, the calculation gives -422.61007 a.u. The LUMO energy comes out at -0.025 Eh. For the HOMO energy, the calculation gives -9.26 eV. The value obtained for the HOMO-LUMO gap is 8.572 eV.

```
! RIJCOSX wB97M-V def2-TZVPD def2/J DEFGRID3
* xyz 0 1
F 0.6499 -1.1799 1.9371
C 0.0493 0.9074 0.9040
O -0.2699 2.5118 -0.9440
C -0.1440 -0.9356 -0.3325
C 0.1004 -0.4012 0.9507
H 0.5638 -2.3115 -2.1597
H 0.0599 0.3054 -2.2538
H 0.8515 -2.7072 -0.0883
C -0.4166 1.3455 -0.4850
H 0.5054 1.7223 1.6650
C 0.4729 -2.1177 -0.9562
N -0.8633 0.1036 -1.0758
*
```

Record 6
DFT (ωB97M-V/def2-TZVPD) results for a molecular structure, C5H4GaNO5 in a non-equilibrium geometry.

As for the energy above the lowest of the compared OMol25 structures with the same formula, charge and spin: 0.0 kJ/mol. For the total energy, the calculation gives -2547.93471 a.u. The LUMO energy comes out at -0.341 Eh. For the HOMO energy, the calculation gives -19.08 eV. The value obtained for the HOMO-LUMO gap is 9.807 eV.

```
! RIJCOSX wB97M-V def2-TZVPD def2/J DEFGRID3
* xyz 2 1
O -1.5566 1.6549 -1.8282
O 1.6540 1.4743 -4.6623
H 0.8008 0.9104 2.4311
C 1.0719 -1.7802 1.4590
H 1.5467 1.4483 0.9573
C -1.1238 0.9717 -1.0245
O -1.3340 -3.0239 -1.5079
Ga -0.0511 -0.3791 0.2489
C 0.9947 1.3093 -3.7549
O -2.6293 -0.3735 2.5465
H 1.0564 -0.4561 -0.7395
O 1.7592 -2.5274 1.9742
N 0.7253 1.3706 1.5396
C -1.0550 -2.1699 -0.8026
C -1.8240 -0.4471 1.7592
H -0.0351 2.0177 1.4039
*
```

Record 7
DFT (ωB97M-V/def2-TZVPD) results for a molecular structure, C5H4MnO7 in a non-equilibrium geometry.

For the total energy, the calculation gives -1870.64451 a.u. The LUMO energy (spin up / spin down) comes out at 0.107 / 0.108 Eh. For the HOMO energy (spin up / spin down), the calculation gives -3.90 / -4.48 eV. The value obtained for the HOMO-LUMO gap (spin up / spin down) is 6.814 / 7.426 eV.

```
! RIJCOSX wB97M-V def2-TZVPD def2/J DEFGRID3
* xyz -1 7
C 0.9047 0.0181 -0.1474
O -1.0101 -0.8238 1.1321
C -2.0418 1.1846 0.8021
O -0.6753 1.4149 1.0744
O 1.3001 1.0566 -0.7190
C 0.0504 0.1457 1.1564
C 2.7020 -1.5942 -1.4883
O 3.1104 -0.6120 -2.0876
H -2.3948 1.8617 0.0120
Mn 2.5482 1.3581 -2.1086
O 2.9531 -2.7528 -1.4153
H -3.0043 -0.7975 0.6501
C -2.0729 -0.2821 0.3865
O 0.8416 0.0349 2.1608
H -1.8953 -0.3969 -0.6984
H -2.6427 1.3516 1.7116
O 1.3267 -1.1667 -0.4214
*
```

Record 8
DFT (ωB97M-V/def2-TZVPD) results for C5H4N2 in the gas phase.

As for the energy above the lowest of the compared OMol25 structures with the same formula, charge and spin: 374.0 kJ/mol. For the total energy, the calculation gives -302.28585 a.u. The LUMO energy comes out at 0.023 Eh. For the HOMO energy, the calculation gives -9.36 eV. The value obtained for the HOMO-LUMO gap is 9.984 eV.

```
! RIJCOSX wB97M-V def2-TZVPD def2/J DEFGRID3
* xyz 0 1
C 0.0072 -0.5488 1.0770
C 0.0095 0.3907 0.0223
N 0.2777 -1.7680 0.6532
H -1.2234 1.9472 0.9658
H 0.5139 -0.0733 -2.1292
N 0.4758 -1.6192 -0.6629
C -0.4077 1.7617 0.1822
H -0.1417 -0.3363 2.1278
C -0.5646 3.0264 0.0669
H 0.7122 -2.4336 -1.2059
C 0.3412 -0.3467 -1.0972
*
```